# 1
ORCA calculation (ωB97M-V/def2-TZVPD) on a molecular structure, C27H47GeMnN4O2P2S3Si.

Each line ends with the Löwdin charge.
CARTESIAN COORDINATES (ANGSTROEM)
1 Mn -0.357 -0.074 0.423  0.478
2 C -2.462 3.093 -0.181  -0.245
3 P -1.854 1.746 0.889  0.771
4 C -1.671 2.549 2.534  -0.249
5 C -3.510 0.938 1.195  -0.404
6 C -3.360 -0.271 2.109  -0.382
7 P -2.049 -1.350 1.397  0.841
8 C -1.797 -2.564 2.743  -0.232
9 C -3.035 -2.321 0.208  -0.211
10 H -3.322 3.567 0.293  0.055
11 H -2.780 2.658 -1.125  0.027
12 H -1.685 3.828 -0.364  0.010
13 H -2.630 2.974 2.831  0.049
14 H -0.918 3.331 2.490  0.020
15 H -1.352 1.811 3.273  0.038
16 H -3.878 0.641 0.211  0.051
17 H -4.214 1.669 1.599  0.087
18 H -4.288 -0.840 2.200  0.090
19 H -3.048 0.037 3.112  0.078
20 H -2.759 -2.977 3.044  0.052
21 H -1.328 -2.069 3.595  0.049
22 H -1.146 -3.369 2.405  0.043
23 H -3.824 -2.852 0.740  0.060
24 H -2.405 -3.028 -0.331  0.054
25 H -3.470 -1.636 -0.514  0.019
26 C 3.564 4.896 -0.160  -0.214
27 Si 3.570 4.344 1.642  0.521
28 C 2.629 5.565 2.738  -0.177
29 C 5.380 4.349 2.199  -0.195
30 C 2.891 2.614 2.042  -0.256
31 C 3.509 1.843 3.006  -0.087
32 C 2.992 0.600 3.370  -0.087
33 C 1.864 0.160 2.732  -0.172
34 N 1.224 0.860 1.782  -0.036
35 C 1.709 2.087 1.438  -0.748
36 S 0.863 2.996 0.264  0.641
37 H 4.356 5.631 -0.338  0.026
38 H 2.612 5.344 -0.431  0.005
39 H 3.725 4.054 -0.834  0.021
40 H 3.052 6.569 2.661  0.027
41 H 2.679 5.260 3.785  0.027
42 H 1.576 5.621 2.452  0.020
43 H 5.837 5.309 1.953  0.027
44 H 5.960 3.569 1.702  0.033
45 H 5.481 4.210 3.278  0.022
46 H 4.416 2.202 3.479  0.094
47 H 3.462 -0.008 4.131  0.100
48 H 1.428 -0.800 2.987  0.093
49 C 2.132 -2.737 -2.245  -0.203
50 Ge 2.341 -2.419 -0.302  0.785
51 C 3.971 -1.357 0.050  -0.202
52 C 2.723 -4.163 0.581  -0.229
53 C 0.619 -1.910 0.524  -0.390
54 H 2.909 -2.222 -2.809  0.017
55 H 1.163 -2.368 -2.587  -0.004
56 H 2.197 -3.804 -2.459  0.014
57 H 4.032 -0.464 -0.566  -0.009
58 H 4.832 -1.985 -0.185  0.021
59 H 4.036 -1.061 1.098  0.006
60 H 3.544 -4.678 0.079  0.014
61 H 1.853 -4.822 0.571  0.011
62 H 3.013 -3.997 1.620  0.013
63 H 0.713 -2.210 1.575  -0.030
64 H -0.054 -2.657 0.075  -0.011
65 N -4.614 -5.475 -3.937  0.098
66 C -4.177 -4.183 -3.701  -0.322
67 C -5.071 -3.202 -3.256  -0.026
68 C -4.622 -1.924 -2.984  -0.072
69 C -3.280 -1.612 -3.145  -0.315
70 C -2.384 -2.571 -3.589  -0.058
71 C -2.827 -3.849 -3.862  -0.026
72 S -2.746 0.050 -2.836  0.565
73 O -3.827 0.669 -2.104  -0.335
74 O -2.382 0.635 -4.102  -0.354
75 N -1.462 -0.121 -1.862  -0.152
76 C -0.221 0.238 -2.276  -0.713
77 S 0.332 0.618 -3.892  1.064
78 C 1.931 0.880 -3.264  -0.381
79 C 1.945 0.698 -1.935  -0.292
80 N 0.751 0.310 -1.380  -0.093
81 H -5.602 -5.587 -4.084  0.089
82 H -4.040 -6.037 -4.542  0.090
83 H -6.120 -3.447 -3.142  0.110
84 H -5.295 -1.146 -2.650  0.113
85 H -1.342 -2.306 -3.733  0.109
86 H -2.135 -4.603 -4.219  0.112
87 H 2.738 1.195 -3.903  0.066
88 H 2.786 0.860 -1.280  0.089

Values from the calculation:
LUMO (spin up / spin down): -0.39 / 0.16 eV
2S+1: 5
HOMO (spin up / spin down): -0.261 / -0.261 hartree

# 2
ORCA calculation (ωB97M-V/def2-TZVPD) on a gas-phase ion, C4H9N2O (charge +1).

Each line ends with the Löwdin charge.
CARTESIAN COORDINATES (ANGSTROEM)
1 N -3.063 -0.290 -0.096  0.157
2 C -1.736 0.187 -0.041  -0.067
3 N -0.718 0.175 0.823  0.132
4 C 0.503 0.730 0.202  -0.187
5 C 1.002 -0.107 -0.885  -0.052
6 C 2.183 -0.622 -0.460  -0.155
7 O 2.631 -0.466 0.804  0.010
8 H -3.689 -0.271 -0.894  0.128
9 H -3.456 -0.161 0.857  0.137
10 H -1.587 0.611 -1.012  0.145
11 H -0.638 -0.353 1.672  0.176
12 H 1.173 0.741 1.028  0.106
13 H 0.548 1.791 -0.104  0.153
14 H 0.675 -0.461 -1.726  0.054
15 H 2.694 -1.406 -1.117  0.155
16 H 3.477 -0.099 0.948  0.108

Values from the calculation:
LUMO: -4.10 eV
SMILES: [NH2+]=CNC/C=C\O
charge: +1
2S+1: 1
HOMO: -0.487 hartree

# 3
ORCA calculation (ωB97M-V/def2-TZVPD) on a molecular structure, C26H23IN7O2Zr.

Each line ends with the Löwdin charge.
CARTESIAN COORDINATES (ANGSTROEM)
1 Zr 0.048 0.116 -0.027  1.898
2 C -0.998 -0.505 -3.389  -0.016
3 C -1.100 0.938 -3.071  -0.294
4 C -1.268 1.831 -4.143  0.042
5 C -1.326 3.208 -3.915  0.037
6 C -1.255 3.645 -2.597  0.040
7 C -1.004 2.725 -1.572  -0.169
8 N -0.975 1.341 -1.785  0.027
9 C -0.728 3.108 -0.196  -0.152
10 C -0.825 4.454 0.221  0.059
11 C -0.636 4.762 1.557  0.044
12 C -0.318 3.746 2.464  0.055
13 C -0.104 2.452 1.986  -0.176
14 N -0.402 2.109 0.685  -0.017
15 C 0.421 1.365 2.792  -0.190
16 C 0.714 1.569 4.123  0.028
17 C 1.403 0.614 4.850  0.040
18 C 1.705 -0.590 4.237  0.039
19 C 1.248 -0.831 2.925  -0.273
20 C 1.417 -2.218 2.432  -0.014
21 N 0.632 0.133 2.170  0.000
22 H -1.941 -0.858 -3.854  0.121
23 H -0.814 -1.118 -2.487  0.041
24 H -0.166 -0.608 -4.135  0.129
25 H -1.316 1.400 -5.151  0.149
26 H -1.399 3.920 -4.721  0.139
27 H -1.427 4.686 -2.371  0.123
28 H -1.021 5.238 -0.485  0.125
29 H -0.750 5.789 1.873  0.144
30 H -0.188 3.940 3.551  0.140
31 H 0.370 2.485 4.563  0.117
32 H 1.676 0.838 5.869  0.143
33 H 2.175 -1.441 4.771  0.152
34 H 1.854 -2.838 3.215  0.102
35 H 2.088 -2.294 1.554  0.096
36 H 0.478 -2.687 2.118  0.093
37 N -3.419 -1.453 3.156  0.221
38 C -4.214 -1.809 2.125  -0.408
39 N -5.499 -2.073 2.293  0.239
40 N -3.714 -1.977 0.877  0.182
41 C -2.661 -1.502 0.351  -0.218
42 N -1.642 -1.123 -0.180  -0.042
43 H -3.803 -1.417 4.087  0.138
44 H -2.432 -1.254 3.014  0.117
45 H -5.984 -1.740 3.131  0.158
46 H -6.101 -2.161 1.477  0.157
47 I 2.542 -5.750 -4.464  0.984
48 C 3.035 -4.057 -3.376  -0.731
49 C 4.087 -3.183 -3.604  -0.099
50 C 4.125 -1.916 -3.012  0.016
51 C 3.120 -1.563 -2.101  -0.145
52 C 2.263 -2.568 -1.640  -0.082
53 C 2.155 -3.782 -2.299  -0.160
54 C 3.043 -0.191 -1.439  -0.471
55 O 3.987 0.562 -1.278  0.147
56 O 1.835 0.209 -0.966  -0.268
57 H 4.923 -3.455 -4.248  0.123
58 H 4.961 -1.242 -3.234  0.143
59 H 1.718 -2.408 -0.683  0.077
60 H 1.405 -4.572 -2.044  0.099

Values from the calculation:
LUMO: -10.21 eV
charge: +3
2S+1: 1
HOMO: -0.539 hartree

# 4
ORCA calculation (ωB97M-V/def2-TZVPD) on a molecular structure, C11H13N2O10P2PtS.

Each line ends with the Löwdin charge.
CARTESIAN COORDINATES (ANGSTROEM)
1 Pt -0.108 0.489 0.661  1.105
2 S 1.776 -2.968 2.985  0.997
3 C 0.096 -3.264 2.781  -0.423
4 C -0.552 -2.236 2.172  -0.201
5 C 0.291 -1.153 1.812  -0.278
6 C 1.585 -1.410 2.214  -0.516
7 C 2.660 -0.488 2.032  -0.298
8 C 3.958 -0.662 2.526  -0.035
9 C 4.890 0.331 2.312  -0.075
10 C 4.522 1.461 1.595  -0.058
11 C 3.217 1.553 1.130  -0.099
12 N 2.318 0.615 1.347  0.083
13 H -0.308 -4.197 3.122  0.054
14 H -1.610 -2.247 1.989  0.078
15 H 4.209 -1.567 3.058  0.090
16 H 5.894 0.229 2.701  0.103
17 H 5.228 2.257 1.412  0.099
18 H 2.871 2.416 0.582  0.100
19 C -2.964 -0.510 -3.508  -0.060
20 C -2.891 -0.010 -2.086  -0.607
21 O -4.081 0.637 -1.697  -0.044
22 P -2.601 -1.355 -0.857  0.453
23 O -1.230 -2.080 -1.183  -0.148
24 O -3.664 -2.514 -1.223  -0.119
25 O -2.775 -0.916 0.541  -0.301
26 P -1.420 1.050 -1.738  0.293
27 O -1.490 2.191 -2.825  -0.122
28 O -0.199 0.168 -1.888  -0.356
29 O -1.677 1.609 -0.348  -0.406
30 H -3.701 -1.309 -3.596  0.077
31 H -1.983 -0.878 -3.804  0.086
32 H -3.249 0.315 -4.159  0.087
33 H -3.858 1.133 -0.895  0.084
34 H -0.586 -1.363 -1.434  0.021
35 H -4.193 -2.693 -0.447  0.069
36 H -0.883 2.920 -2.511  0.030
37 O 0.952 4.446 0.146  0.015
38 N 0.619 3.619 -0.681  -0.580
39 O 0.088 3.970 -1.745  -0.028
40 O 0.850 2.411 -0.494  -0.170

Values from the calculation:
LUMO (spin up / spin down): 1.86 / 1.74 eV
charge: -1
2S+1: 1
HOMO (spin up / spin down): -0.201 / -0.201 hartree

# 5
ORCA calculation (ωB97M-V/def2-TZVPD) on a molecular structure, C31H43F4N2O2PRbS.

Each line ends with the Löwdin charge.
CARTESIAN COORDINATES (ANGSTROEM)
1 Rb 0.449 0.333 0.217  0.764
2 C -3.660 1.222 0.786  -0.102
3 N -2.876 1.314 -0.431  -0.282
4 C -2.731 2.699 -0.835  -0.127
5 C -3.441 0.530 -1.518  -0.230
6 C -3.466 -0.973 -1.265  -0.273
7 N -2.124 -1.447 -1.043  0.019
8 C -1.892 -2.723 -0.853  -0.232
9 C -0.534 -3.154 -0.687  -0.179
10 F 0.431 -2.194 -0.738  -0.076
11 C -0.145 -4.448 -0.499  -0.249
12 F 1.175 -4.723 -0.362  0.049
13 C -1.055 -5.495 -0.444  0.005
14 C -2.384 -5.131 -0.591  -0.252
15 F -3.319 -6.109 -0.543  0.052
16 C -2.801 -3.838 -0.783  -0.143
17 F -4.143 -3.634 -0.903  0.036
18 H -3.674 0.194 1.144  0.079
19 H -4.703 1.559 0.635  0.085
20 H -3.200 1.838 1.559  0.084
21 H -3.700 3.157 -1.113  0.081
22 H -2.060 2.766 -1.692  0.078
23 H -2.293 3.278 -0.021  0.076
24 H -2.822 0.709 -2.401  0.113
25 H -4.472 0.870 -1.745  0.114
26 H -3.925 -1.431 -2.154  0.111
27 H -4.137 -1.192 -0.424  0.100
28 H -0.751 -6.518 -0.295  0.109
29 C 2.471 5.103 -1.058  -0.173
30 P 1.891 3.778 0.052  0.508
31 C 1.586 4.570 1.657  -0.164
32 C 3.329 2.745 0.330  -0.175
33 O 0.703 3.073 -0.484  -0.462
34 H 3.427 5.512 -0.728  0.045
35 H 1.725 5.897 -1.099  0.046
36 H 2.583 4.667 -2.051  0.047
37 H 2.493 5.035 2.046  0.050
38 H 1.245 3.782 2.332  0.055
39 H 0.799 5.318 1.563  0.050
40 H 4.204 3.334 0.601  0.063
41 H 3.522 2.183 -0.581  0.042
42 H 3.111 2.036 1.125  0.031
43 O 3.168 -0.239 -0.064  -0.641
44 S 3.959 -1.487 -0.122  0.974
45 C 5.681 -1.062 -0.797  -0.242
46 C 5.710 0.227 -1.539  -0.284
47 C 6.434 1.316 -1.062  -0.041
48 C 6.462 2.510 -1.764  -0.092
49 C 5.741 2.647 -2.941  -0.096
50 C 5.006 1.570 -3.420  -0.079
51 C 5.000 0.369 -2.733  -0.042
52 C 4.437 -1.870 1.649  -0.251
53 C 4.933 -0.696 2.410  -0.270
54 C 4.016 0.205 2.956  -0.036
55 C 4.455 1.333 3.629  -0.070
56 C 5.813 1.588 3.771  -0.090
57 C 6.731 0.683 3.253  -0.100
58 C 6.296 -0.451 2.587  -0.070
59 H 5.887 -1.910 -1.451  0.090
60 H 6.383 -1.062 0.031  0.063
61 H 6.980 1.224 -0.130  0.111
62 H 7.033 3.350 -1.386  0.102
63 H 5.740 3.587 -3.478  0.099
64 H 4.442 1.663 -4.340  0.104
65 H 4.430 -0.470 -3.116  0.122
66 H 5.146 -2.698 1.588  0.098
67 H 3.489 -2.229 2.053  0.090
68 H 2.947 0.014 2.865  0.073
69 H 3.724 2.016 4.046  0.107
70 H 6.156 2.468 4.300  0.097
71 H 7.794 0.856 3.371  0.097
72 H 7.026 -1.168 2.225  0.107
73 C -0.494 -2.035 3.328  -0.111
74 C 0.639 -1.236 3.976  -0.595
75 C 0.640 -1.539 5.491  -0.124
76 C 0.535 0.247 3.645  -0.236
77 H -0.395 -3.109 3.518  0.067
78 H -0.515 -1.878 2.248  0.041
79 H -1.455 -1.705 3.734  0.074
80 H 1.595 -1.624 3.583  0.085
81 H -0.289 -1.178 5.940  0.063
82 H 1.474 -1.031 5.980  0.055
83 H 0.726 -2.617 5.692  0.054
84 H 1.378 0.795 4.104  -0.051
85 H -0.392 0.662 4.069  -0.027

Values from the calculation:
LUMO: 1.86 eV
charge: -1
2S+1: 1
HOMO: -0.087 hartree

# 6
ORCA calculation (ωB97M-V/def2-TZVPD) on a molecular structure, C3H6O3.

Each line ends with the Löwdin charge.
CARTESIAN COORDINATES (ANGSTROEM)
1 C 0.552 0.178 -1.919  -0.089
2 C -0.676 -0.133 1.230  -0.392
3 C -0.627 0.535 0.083  -0.124
4 O 0.582 0.668 -0.582  -0.169
5 O -1.476 -0.431 2.199  0.001
6 O 0.561 -0.812 1.777  0.034
7 H -0.402 -0.937 2.638  0.216
8 H 1.334 -0.232 1.696  0.129
9 H -1.518 0.993 -0.325  0.127
10 H 0.349 -0.898 -1.937  0.092
11 H 1.533 0.376 -2.348  0.087
12 H -0.213 0.693 -2.511  0.087

Values from the calculation:
LUMO: 0.62 eV
2S+1: 1
HOMO: -0.306 hartree

Calculated E_tot, -6821.290883 -342.225294 -1882.345803 -2489.240751 -2630.123327 -343.511849 Eh (same order as the records).